Computed, not measured: 8 unconnected molecules or ions with the total composition C33H49N7O3, with ωB97M-V/def2-TZVPD.

Last column: Mulliken spin population.
Element x y z (Å)
N (15.603, 19.232, -2.715)  0.239
C (15.862, 19.638, -1.485)  0.032
C (14.927, 20.301, -0.638)  0.060
C (13.699, 20.648, -1.145)  0.440
C (13.365, 20.196, -2.424)  -0.140
C (14.302, 19.474, -3.146)  0.242
H (16.819, 19.567, -0.992)  0.036
H (15.261, 20.561, 0.356)  0.013
H (12.961, 21.199, -0.582)  0.046
H (12.413, 20.357, -2.908)  -0.015
H (14.072, 19.160, -4.153)  0.022
N (18.823, 14.568, -8.313)  0.000
C (18.388, 13.351, -7.911)  0.000
C (17.716, 13.174, -6.711)  0.000
C (17.419, 14.265, -5.882)  0.000
C (17.861, 15.517, -6.313)  0.001
C (18.521, 15.647, -7.532)  0.000
H (18.521, 12.577, -8.652)  0.000
H (17.266, 12.222, -6.472)  0.000
H (16.902, 14.153, -4.940)  0.000
H (17.713, 16.337, -5.626)  -0.001
H (18.903, 16.600, -7.869)  0.000
C (17.465, 20.192, -5.822)  -0.004
C (18.286, 21.115, -4.931)  -0.030
O (19.167, 20.181, -4.369)  0.019
C (19.305, 19.099, -5.159)  -0.012
O (20.174, 18.245, -5.082)  0.000
O (18.380, 19.123, -6.060)  -0.001
H (17.034, 20.649, -6.712)  -0.007
H (16.586, 19.771, -5.332)  -0.003
H (17.697, 21.545, -4.121)  0.045
H (18.891, 21.853, -5.457)  -0.004
C (21.199, 22.800, -6.612)  0.000
C (21.749, 22.774, -8.108)  0.000
C (23.246, 22.256, -7.966)  0.000
C (23.456, 21.047, -7.248)  0.000
N (23.623, 20.030, -6.670)  0.000
H (21.876, 23.406, -6.010)  0.000
H (21.102, 21.808, -6.170)  -0.001
H (20.180, 23.185, -6.633)  0.000
H (21.590, 23.750, -8.568)  0.000
H (21.103, 22.032, -8.578)  0.000
H (23.861, 23.000, -7.460)  0.000
H (23.742, 22.167, -8.933)  0.000
C (13.690, 22.213, -11.541)  0.000
C (15.068, 21.597, -11.225)  0.000
C (15.670, 21.935, -9.825)  0.001
C (14.935, 21.427, -8.642)  -0.003
N (14.347, 21.010, -7.725)  0.007
H (13.450, 22.246, -12.604)  0.000
H (13.743, 23.271, -11.281)  0.000
H (12.856, 21.784, -10.985)  0.000
H (15.654, 21.937, -12.079)  0.000
H (15.049, 20.519, -11.387)  0.000
H (15.911, 22.986, -9.668)  -0.001
H (16.603, 21.388, -9.687)  0.000
C (21.716, 20.838, -1.541)  0.003
C (22.093, 19.352, -1.937)  -0.001
C (22.799, 19.272, -3.306)  0.000
C (23.971, 20.102, -3.440)  0.000
N (24.892, 20.809, -3.509)  0.000
H (21.173, 20.828, -0.596)  -0.001
H (21.117, 21.392, -2.263)  0.000
H (22.626, 21.414, -1.373)  0.001
H (21.154, 18.802, -2.002)  0.000
H (22.771, 18.914, -1.204)  0.000
H (22.232, 19.616, -4.171)  0.000
H (23.091, 18.244, -3.521)  0.000
C (13.824, 23.638, -3.129)  -0.039
C (14.480, 23.514, -4.540)  0.011
C (15.805, 24.363, -4.594)  0.008
C (16.632, 24.078, -5.753)  -0.017
N (17.216, 23.870, -6.739)  -0.001
H (12.939, 23.018, -2.986)  0.001
H (13.615, 24.681, -2.892)  -0.009
H (14.494, 23.231, -2.372)  0.027
H (13.782, 23.791, -5.330)  0.002
H (14.730, 22.465, -4.696)  0.018
H (16.469, 24.132, -3.761)  0.007
H (15.616, 25.436, -4.604)  0.005
C (21.981, 15.474, -8.307)  0.000
C (22.330, 16.434, -7.197)  0.000
C (22.812, 15.750, -5.881)  0.000
C (23.952, 14.902, -6.168)  0.000
N (24.860, 14.225, -6.342)  0.000
H (21.334, 16.025, -8.989)  0.000
H (21.463, 14.603, -7.905)  0.000
H (22.826, 15.094, -8.880)  0.000
H (21.449, 17.033, -6.966)  0.000
H (23.135, 17.096, -7.519)  0.000
H (22.025, 15.140, -5.438)  0.000
H (23.173, 16.514, -5.192)  0.000

Output
HOMO-LUMO gap (alpha / beta)	2.17 / 6.79	eV
expectation value of S²	0.76
HOMO (alpha / beta)	-0.169 / -4.797	eV
multiplicity	2
total charge	-1

***

Computed, not measured: a molecular structure, C25H27BrN4ORb, with ωB97M-V/def2-TZVPD.

Last column: natural (NBO) charge in e.
Element x y z (Å)
Rb (0.710, -0.849, 0.849)  0.925
Br (-1.242, -7.105, -2.973)  -0.020
C (-1.265, -5.511, -1.914)  -0.167
C (-1.744, -5.569, -0.597)  -0.223
C (-1.758, -4.433, 0.160)  -0.250
C (-1.319, -3.149, -0.328)  0.434
O (-1.365, -2.137, 0.416)  -0.769
C (-0.829, -3.141, -1.694)  -0.270
C (-0.332, -1.974, -2.365)  0.167
N (-0.321, -0.765, -1.930)  -0.489
C (0.023, 0.277, -2.766)  0.151
C (-0.331, 0.315, -4.107)  -0.263
C (-0.027, 1.413, -4.924)  -0.200
C (0.620, 2.506, -4.418)  -0.229
C (0.974, 2.534, -3.052)  -0.107
C (1.606, 3.648, -2.458)  -0.140
C (1.881, 3.638, -1.120)  -0.269
C (1.537, 2.498, -0.371)  0.046
N (0.980, 1.433, -0.891)  -0.431
C (0.677, 1.428, -2.210)  0.205
C (-0.812, -4.336, -2.441)  -0.167
H (-2.091, -6.512, -0.194)  0.213
H (-2.111, -4.457, 1.183)  0.206
H (0.084, -2.183, -3.364)  0.141
H (-0.888, -0.515, -4.522)  0.211
H (-0.330, 1.397, -5.964)  0.205
H (0.846, 3.364, -5.041)  0.202
H (1.860, 4.500, -3.079)  0.202
H (2.350, 4.483, -0.635)  0.211
H (1.724, 2.466, 0.700)  0.224
H (-0.444, -4.309, -3.460)  0.208
C (3.070, -2.581, 1.537)  -0.383
C (2.237, -2.751, 2.658)  -0.377
C (2.281, -1.566, 3.414)  -0.392
C (3.140, -0.664, 2.762)  -0.386
C (3.627, -1.293, 1.599)  -0.384
H (3.281, -3.331, 0.785)  0.195
H (1.707, -3.657, 2.922)  0.195
H (1.801, -1.408, 4.374)  0.187
H (3.429, 0.317, 3.119)  0.184
H (4.351, -0.877, 0.909)  0.191
N (-2.258, 0.837, 0.494)  -0.857
C (-3.191, 1.464, 1.415)  -0.209
C (-2.400, 2.009, 2.610)  -0.397
C (-1.430, 3.110, 2.170)  -0.422
C (-0.279, 3.353, 3.140)  -0.208
N (0.737, 2.310, 2.988)  -0.847
H (-2.648, 0.705, -0.429)  0.367
H (-1.995, -0.088, 0.817)  0.387
H (-3.977, 0.784, 1.773)  0.163
H (-3.687, 2.301, 0.913)  0.173
H (-1.849, 1.172, 3.053)  0.188
H (-3.087, 2.392, 3.370)  0.191
H (-1.992, 4.038, 2.022)  0.189
H (-1.001, 2.815, 1.212)  0.239
H (-0.674, 3.443, 4.165)  0.152
H (0.198, 4.307, 2.897)  0.180
H (0.387, 1.404, 3.273)  0.361
H (1.556, 2.502, 3.551)  0.362

Output
HOMO-LUMO gap	5.96	eV
HOMO	-3.720	eV
multiplicity	1
total charge	-1

***

Computed, not measured: 2 unconnected molecules or ions with the total composition C3H3P, with ωB97M-V/def2-TZVPD.

Last column: natural (NBO) charge in e.
Element x y z (Å)
C (-2.906, -1.204, 0.513)  0.033
C (-2.203, -0.346, 0.109)  -0.507
C (1.101, 0.175, -0.113)  -1.064
P (-0.307, 1.279, -0.446)  0.758
H (1.089, -0.002, 0.954)  0.265
H (2.004, 0.717, -0.167)  0.251
H (1.223, -0.618, -0.849)  0.264

Output
HOMO-LUMO gap (alpha / beta)	6.90 / 8.41	eV
HOMO (alpha / beta)	-9.291 / -10.260	eV
multiplicity	1
total charge	0

***

Computed, not measured: a molecular structure, C5H3N3O, with ωB97M-V/def2-TZVPD.

Last column: natural (NBO) charge in e.
Element x y z (Å)
C (2.572, 0.063, -0.208)  0.246
C (1.342, -0.421, 0.483)  0.020
C (-0.474, -0.955, -0.148)  0.420
C (-1.134, 1.093, 0.092)  -0.013
C (-0.029, 0.269, 0.262)  -0.228
H (1.588, -0.580, 1.568)  0.247
H (-3.108, 0.439, -0.527)  0.423
H (-1.239, 2.163, 0.198)  0.233
N (3.574, 0.391, -0.738)  -0.265
N (-1.690, -1.036, -0.581)  -0.290
N (-2.113, 0.251, -0.373)  -0.341
O (0.711, -1.677, -0.028)  -0.450

Output
HOMO-LUMO gap	10.41	eV
HOMO	-9.742	eV
multiplicity	1
total charge	0

***

Computed, not measured: C3H3BrO in the gas phase, with ωB97M-V/def2-TZVPD.

Last column: natural (NBO) charge in e.
Element x y z (Å)
C (0.125, -0.297, -0.315)  -0.191
C (-0.693, -0.061, 0.718)  -0.381
C (-1.526, -1.067, 1.274)  0.317
O (-1.330, -2.558, 0.951)  -0.584
Br (-2.887, -0.689, 2.444)  0.172
H (0.757, 0.475, -0.723)  0.205
H (0.157, -1.278, -0.760)  0.230
H (-0.772, 0.916, 1.182)  0.231

Output
SMILES	C=CC(=O)Br
HOMO-LUMO gap	8.60	eV
HOMO	-9.950	eV
multiplicity	1
total charge	0

***

Computed, not measured: C3H2F2O in the gas phase, with ωB97M-V/def2-TZVPD.

Last column: natural (NBO) charge in e.
Element x y z (Å)
C (-0.145, -0.413, 0.067)  -0.428
C (-1.099, 0.465, -0.086)  0.300
C (1.339, -0.161, 0.003)  0.847
O (2.163, -0.990, 0.038)  -0.514
F (-2.269, -0.160, 0.028)  -0.329
F (1.726, 1.126, -0.021)  -0.339
H (-0.494, -1.430, 0.124)  0.253
H (-1.220, 1.562, -0.152)  0.209

Output
SMILES	O=C(F)/C=C/F
HOMO-LUMO gap	11.27	eV
HOMO	-10.999	eV
multiplicity	1
total charge	0

***

Copy entry 5 word for word.
Computed, not measured: C3H3BrO in the gas phase, with ωB97M-V/def2-TZVPD.

Last column: natural (NBO) charge in e.
Element x y z (Å)
C (0.125, -0.297, -0.315)  -0.191
C (-0.693, -0.061, 0.718)  -0.381
C (-1.526, -1.067, 1.274)  0.317
O (-1.330, -2.558, 0.951)  -0.584
Br (-2.887, -0.689, 2.444)  0.172
H (0.757, 0.475, -0.723)  0.205
H (0.157, -1.278, -0.760)  0.230
H (-0.772, 0.916, 1.182)  0.231

Output
SMILES	C=CC(=O)Br
HOMO-LUMO gap	8.60	eV
HOMO	-9.950	eV
multiplicity	1
total charge	0